No. 1
Formula: F8H6N4NaO19S8
Source: OMol25
Level of theory: ωB97M-V with the def2-TZVPD basis set

## Properties
E: -157795.1319 eV
Kohn-Sham gap: 7.837 eV
Largest force on an atom: 12.121 eV/A
Total charge: -3
HOMO: -0.1012 Eh

CARTESIAN COORDINATES (ANGSTROEM)
1 Na -5.383 -18.466 13.004
2 N -6.217 -17.457 8.740
3 S -5.927 -17.284 7.199
4 O -6.706 -18.155 6.286
5 O -4.524 -16.874 6.861
6 F -6.569 -15.861 6.856
7 S -5.998 -19.191 8.708
8 O -4.761 -19.682 8.041
9 O -7.228 -19.982 8.616
10 F -5.585 -19.423 10.248
11 N -1.948 -16.571 15.740
12 S -2.821 -15.807 14.481
13 O -3.853 -16.598 13.792
14 O -2.138 -14.678 13.842
15 F -3.699 -14.995 15.537
16 S -1.329 -17.508 14.808
17 O -0.397 -17.040 13.744
18 O -2.017 -18.801 14.704
19 F -0.185 -17.834 15.866
20 N -7.491 -22.869 13.597
21 S -7.447 -21.701 12.276
22 O -6.732 -20.436 12.570
23 O -8.543 -21.438 11.338
24 F -6.373 -22.435 11.343
25 S -8.958 -22.478 13.981
26 O -10.019 -22.878 13.021
27 O -9.217 -21.210 14.677
28 F -9.028 -23.555 15.207
29 N -2.270 -21.058 10.316
30 S -2.092 -19.620 11.202
31 O -0.888 -19.323 11.961
32 O -3.325 -19.003 11.814
33 F -1.918 -18.658 9.937
34 S -2.526 -21.824 11.588
35 O -3.644 -21.408 12.425
36 O -1.417 -22.578 12.153
37 F -3.242 -23.060 10.828
38 O -5.316 -16.705 11.130
39 H -5.684 -16.890 10.266
40 H -4.411 -16.447 10.956
41 O -4.533 -19.962 14.810
42 H -4.758 -20.523 15.552
43 H -3.604 -20.132 14.653
44 O -7.553 -17.300 12.696
45 H -7.114 -16.465 12.535
46 H -8.361 -17.063 13.151



No. 2
Formula: FFe2N5O15
Source: OMol25
Level of theory: ωB97M-V with the def2-TZVPD basis set

## Properties
E: -109630.7920 eV
Kohn-Sham gap (spin up / spin down): 6.293 / 5.294 eV
2S+1: 10
Largest force on an atom: 13.785 eV/A
Total charge: -3
HOMO (spin up / spin down): 0.0215 / 0.0215 Eh
<S²>: 24.7609

CARTESIAN COORDINATES (ANGSTROEM)
1 Fe 3.539 0.125 -1.459
2 Fe -2.270 -0.360 0.373
3 N -3.247 2.196 -1.952
4 O -4.327 2.773 -1.910
5 O -2.199 2.774 -2.173
6 O -3.246 0.941 -2.037
7 N 0.949 0.062 -3.289
8 O 0.583 -0.883 -3.906
9 O 1.906 0.063 -2.686
10 O 0.268 1.077 -3.525
11 N -1.206 -1.674 2.848
12 O -0.444 -2.495 2.276
13 O -2.256 -1.357 2.267
14 O -0.737 -0.869 3.702
15 N 0.507 0.870 0.200
16 O 1.662 0.948 0.127
17 O -0.080 0.047 0.992
18 O -0.056 1.457 -0.697
19 N 3.049 -1.025 3.015
20 O 2.930 -2.105 2.345
21 O 2.007 -0.255 3.010
22 O 4.156 -0.688 3.458
23 F -1.490 -1.623 -0.982



No. 3
Formula: FH2N2O2S
Source: OMol25
Level of theory: ωB97M-V with the def2-TZVPD basis set

## Properties
E: -20657.0168 eV
Kohn-Sham gap (spin up / spin down): 7.096 / 7.123 eV
Largest force on an atom: 4.269 eV/A
Total charge: -1
HOMO (spin up / spin down): -0.1182 / -0.1189 Eh

CARTESIAN COORDINATES (ANGSTROEM)
1 N -2.574 -0.313 -0.065
2 N -1.566 -1.221 0.130
3 O -3.800 -0.573 0.039
4 O -0.321 -0.625 0.135
5 F 3.349 0.022 0.124
6 S 0.924 -1.679 0.066
7 H -2.441 0.780 -0.194
8 H 2.481 -0.454 0.113



Question: total charge of number 2 (FFe2N5O15)?
Answer: -3



Please write out number 2 again, unchanged.
Formula: FFe2N5O15
Source: OMol25
Level of theory: ωB97M-V with the def2-TZVPD basis set

## Properties
E: -109630.7920 eV
Kohn-Sham gap (spin up / spin down): 6.293 / 5.294 eV
2S+1: 10
Largest force on an atom: 13.785 eV/A
Total charge: -3
HOMO (spin up / spin down): 0.0215 / 0.0215 Eh
<S²>: 24.7609

CARTESIAN COORDINATES (ANGSTROEM)
1 Fe 3.539 0.125 -1.459
2 Fe -2.270 -0.360 0.373
3 N -3.247 2.196 -1.952
4 O -4.327 2.773 -1.910
5 O -2.199 2.774 -2.173
6 O -3.246 0.941 -2.037
7 N 0.949 0.062 -3.289
8 O 0.583 -0.883 -3.906
9 O 1.906 0.063 -2.686
10 O 0.268 1.077 -3.525
11 N -1.206 -1.674 2.848
12 O -0.444 -2.495 2.276
13 O -2.256 -1.357 2.267
14 O -0.737 -0.869 3.702
15 N 0.507 0.870 0.200
16 O 1.662 0.948 0.127
17 O -0.080 0.047 0.992
18 O -0.056 1.457 -0.697
19 N 3.049 -1.025 3.015
20 O 2.930 -2.105 2.345
21 O 2.007 -0.255 3.010
22 O 4.156 -0.688 3.458
23 F -1.490 -1.623 -0.982



Please write out number 2 again, unchanged.
Formula: FFe2N5O15
Source: OMol25
Level of theory: ωB97M-V with the def2-TZVPD basis set

## Properties
E: -109630.7920 eV
Kohn-Sham gap (spin up / spin down): 6.293 / 5.294 eV
2S+1: 10
Largest force on an atom: 13.785 eV/A
Total charge: -3
HOMO (spin up / spin down): 0.0215 / 0.0215 Eh
<S²>: 24.7609

CARTESIAN COORDINATES (ANGSTROEM)
1 Fe 3.539 0.125 -1.459
2 Fe -2.270 -0.360 0.373
3 N -3.247 2.196 -1.952
4 O -4.327 2.773 -1.910
5 O -2.199 2.774 -2.173
6 O -3.246 0.941 -2.037
7 N 0.949 0.062 -3.289
8 O 0.583 -0.883 -3.906
9 O 1.906 0.063 -2.686
10 O 0.268 1.077 -3.525
11 N -1.206 -1.674 2.848
12 O -0.444 -2.495 2.276
13 O -2.256 -1.357 2.267
14 O -0.737 -0.869 3.702
15 N 0.507 0.870 0.200
16 O 1.662 0.948 0.127
17 O -0.080 0.047 0.992
18 O -0.056 1.457 -0.697
19 N 3.049 -1.025 3.015
20 O 2.930 -2.105 2.345
21 O 2.007 -0.255 3.010
22 O 4.156 -0.688 3.458
23 F -1.490 -1.623 -0.982



What did the first record say?
Formula: F8H6N4NaO19S8
Source: OMol25
Level of theory: ωB97M-V with the def2-TZVPD basis set

## Properties
E: -157795.1319 eV
Kohn-Sham gap: 7.837 eV
Largest force on an atom: 12.121 eV/A
Total charge: -3
HOMO: -0.1012 Eh

CARTESIAN COORDINATES (ANGSTROEM)
1 Na -5.383 -18.466 13.004
2 N -6.217 -17.457 8.740
3 S -5.927 -17.284 7.199
4 O -6.706 -18.155 6.286
5 O -4.524 -16.874 6.861
6 F -6.569 -15.861 6.856
7 S -5.998 -19.191 8.708
8 O -4.761 -19.682 8.041
9 O -7.228 -19.982 8.616
10 F -5.585 -19.423 10.248
11 N -1.948 -16.571 15.740
12 S -2.821 -15.807 14.481
13 O -3.853 -16.598 13.792
14 O -2.138 -14.678 13.842
15 F -3.699 -14.995 15.537
16 S -1.329 -17.508 14.808
17 O -0.397 -17.040 13.744
18 O -2.017 -18.801 14.704
19 F -0.185 -17.834 15.866
20 N -7.491 -22.869 13.597
21 S -7.447 -21.701 12.276
22 O -6.732 -20.436 12.570
23 O -8.543 -21.438 11.338
24 F -6.373 -22.435 11.343
25 S -8.958 -22.478 13.981
26 O -10.019 -22.878 13.021
27 O -9.217 -21.210 14.677
28 F -9.028 -23.555 15.207
29 N -2.270 -21.058 10.316
30 S -2.092 -19.620 11.202
31 O -0.888 -19.323 11.961
32 O -3.325 -19.003 11.814
33 F -1.918 -18.658 9.937
34 S -2.526 -21.824 11.588
35 O -3.644 -21.408 12.425
36 O -1.417 -22.578 12.153
37 F -3.242 -23.060 10.828
38 O -5.316 -16.705 11.130
39 H -5.684 -16.890 10.266
40 H -4.411 -16.447 10.956
41 O -4.533 -19.962 14.810
42 H -4.758 -20.523 15.552
43 H -3.604 -20.132 14.653
44 O -7.553 -17.300 12.696
45 H -7.114 -16.465 12.535
46 H -8.361 -17.063 13.151